# 1
Formula: C4H16N2O2
Source: the OMol25 dataset
Level of theory: ωB97M-V/def2-TZVPD

The geometry in XYZ format:
```
24
Properties=species:S:1:pos:R:3:lowdin_charge:R:1
C -0.4959 -1.6884 -1.3751 -0.17
C -0.5306 -0.3227 -2.1755 -0.10
C -0.8900 0.7781 -1.1486 -0.16
C 0.5488 2.5956 -0.5671 0.15
N 0.2992 1.3391 -0.5105 -0.04
N 0.5462 -1.8298 -0.3148 0.13
H -1.5103 -1.7315 -1.0006 0.12
H -0.5065 -2.6129 -1.9692 0.14
H 0.4734 -0.2880 -2.5806 0.12
H -1.3133 -0.4579 -2.9063 0.13
H -1.5709 1.4244 -1.7013 0.14
H -1.3715 0.4546 -0.2259 0.13
H 0.0194 3.3182 -1.1717 0.12
H 1.4965 2.9406 -0.1457 0.12
H 0.7951 0.8350 0.5510 0.11
H 1.4903 -1.9818 -0.6654 0.16
H 0.2736 -2.6627 0.1906 0.15
H 0.4161 -0.8962 0.4681 0.10
H 1.7206 -0.3381 1.5032 0.16
H 0.3782 0.1615 2.4505 0.10
O 0.7898 -0.0625 1.4078 0.00
H 0.2501 0.3458 4.4970 0.14
H -1.1142 0.4799 3.7465 0.13
O -0.1939 0.1998 3.6438 0.09
```

Summary:
HOMO energy: -0.708 Eh
HOMO-LUMO gap: 12.08 eV
Net charge: +2

***

# 2
Formula: C4H16N3O
Source: the OMol25 dataset
Level of theory: ωB97M-V/def2-TZVPD

The geometry in XYZ format:
```
24
Properties=species:S:1:pos:R:3:lowdin_charge:R:1
N -1.0350 -0.9082 -1.3102 0.18
C -1.8083 -0.9230 -0.0479 -0.14
C -1.0012 -1.5165 1.0900 -0.20
N 0.4251 -1.1846 1.0151 -0.07
C 0.8919 0.0357 1.7093 -0.20
C 0.6974 1.3529 0.9846 -0.25
N 1.6906 1.5291 -0.0943 0.00
H -1.4279 -1.5304 -2.0083 0.17
H -0.0853 -1.2834 -1.1884 0.16
H -0.9434 0.0285 -1.7314 0.10
H -2.7407 -1.4631 -0.1905 0.13
H -2.1446 0.0823 0.1946 0.12
H -1.0447 -2.6010 1.0698 0.13
H -1.4563 -1.2067 2.0351 0.13
H 0.9169 -1.9428 1.4323 0.10
H 0.4012 0.0788 2.6880 0.12
H 1.9192 -0.1780 1.9731 0.12
H 0.7757 2.0978 1.7363 0.10
H -0.2759 1.4361 0.5520 0.09
H 1.6745 2.5292 -0.3031 0.09
H 2.6061 1.3986 0.3203 0.08
H 0.7954 1.2450 -2.1462 0.03
H 0.0630 1.5832 -3.5032 0.07
O -0.0633 1.2748 -2.6027 -0.06
```

Summary:
HOMO energy: -0.485 Eh
HOMO-LUMO gap: 10.42 eV
Net charge: +1

***

# 3
Formula: C4H16N8O4
Source: the OMol25 dataset
Level of theory: ωB97M-V/def2-TZVPD

The geometry in XYZ format:
```
32
Properties=species:S:1:pos:R:3:lowdin_charge:R:1
N 2.6816 -0.1616 -4.2293 0.15
C 2.4700 -0.4711 -3.0353 -0.82
N 1.1928 -0.5759 -2.9075 0.16
O 3.2731 -0.2648 -2.1198 0.01
H 3.5282 0.3698 -4.3741 0.13
H 1.8758 -0.1759 -4.8381 0.12
H 0.9409 -0.5725 -1.9294 0.06
H 0.6573 -0.9321 -3.6863 0.11
N 0.3658 1.4521 0.0629 0.19
C -0.2096 0.2841 0.2674 -0.74
N -1.1344 0.2297 1.1764 0.20
O -0.0235 -0.6669 -0.4486 0.00
H 1.1059 1.5626 -0.6154 0.12
H -0.2197 2.1758 0.4546 0.07
H -1.3860 0.9665 1.8197 0.10
H -1.6130 -0.6593 1.1464 0.12
N 1.0933 3.8349 2.7780 0.18
C -0.0964 3.4272 2.9417 -0.78
N -0.4323 3.6911 4.1997 0.15
O -0.8803 3.2089 2.0570 0.04
H 1.6220 3.8421 3.6386 0.12
H 1.5292 3.8713 1.8676 0.13
H 0.1661 4.0828 4.9128 0.11
H -1.4139 3.5404 4.3836 0.12
N -2.4359 -4.9160 -0.3816 0.15
C -1.7657 -3.9103 0.0584 -0.81
N -1.4828 -3.1112 -0.8785 0.18
O -1.4249 -3.7274 1.2465 -0.01
H -2.6330 -5.6419 0.2924 0.12
H -2.5469 -5.1215 -1.3642 0.11
H -0.9336 -2.2794 -0.7156 0.07
H -1.8700 -3.3515 -1.7799 0.11
```

Summary:
HOMO energy: -0.334 Eh
HOMO-LUMO gap: 9.53 eV
SMILES string: NC(N)=O.NC(N)=O.NC(N)=O.NC(N)=O

***

# 4
Formula: C4H16NO2
Source: the OMol25 dataset
Level of theory: ωB97M-V/def2-TZVPD

The geometry in XYZ format:
```
23
Properties=species:S:1:pos:R:3:lowdin_charge:R:1
C -0.6504 -0.0220 1.1507 -0.20
C 0.3785 0.9655 1.4436 -0.20
C 1.9719 0.6948 1.2759 -0.21
C 2.6157 0.8436 -0.0882 -0.11
N -0.6481 -0.2932 -0.3194 0.19
H -0.5164 -0.9981 1.5761 0.13
H -1.6644 0.3622 1.4287 0.15
H 0.0048 1.8944 0.8969 0.14
H 0.2790 1.1705 2.5572 0.14
H 2.3370 1.2710 2.1399 0.11
H 2.1993 -0.3325 1.6295 0.11
H 2.1469 1.5544 -0.6848 0.04
H 2.6196 -0.1040 -0.6854 0.09
H 3.6348 1.1922 0.0182 0.08
H 0.2577 -0.4491 -0.5514 0.09
H -1.1039 0.2435 -1.0763 0.07
H -1.1963 -1.1958 -0.2295 0.15
H -1.1914 1.3114 -2.9632 0.09
H -2.6277 1.5466 -2.1264 0.16
O -1.7883 0.9386 -2.2823 -0.07
H -2.1845 -4.0599 -1.5178 0.08
H -2.8887 -3.2418 -0.6569 0.03
O -1.9850 -3.2924 -0.9350 -0.06
```

Summary:
HOMO energy: -0.551 Eh
HOMO-LUMO gap: 11.91 eV
Net charge: +1

***

# 5
Formula: C4H16NO2S
Source: the OMol25 dataset
Level of theory: ωB97M-V/def2-TZVPD

The geometry in XYZ format:
```
24
Properties=species:S:1:pos:R:3:mulliken_spin:R:1
C 0.2065 0.6218 -2.4343 0.00
C 0.3386 0.7373 -0.9158 0.02
C -0.9669 0.9299 -0.1148 0.02
C -0.5446 1.3975 1.2761 -0.05
S 0.6491 2.7362 1.3621 0.96
N 1.1104 -0.6903 -0.6607 0.00
H -0.0630 -0.3530 -2.8207 0.00
H 1.1278 1.0242 -2.9282 0.00
H -0.5802 1.3368 -2.7702 0.00
H 1.2065 1.2662 -0.5312 0.00
H -1.4314 1.7563 -0.6976 0.01
H -1.7224 0.1287 0.0094 0.00
H -0.2209 0.5401 1.8891 0.07
H -1.5013 1.8537 1.7753 -0.01
H -0.0748 3.7200 1.8741 -0.01
H 0.4205 -1.4345 -0.5515 0.00
H 1.5828 -0.7527 0.2500 0.00
H 1.6552 -0.7461 -1.5022 0.00
H 0.4934 -1.4243 3.3864 0.00
H 1.5560 -1.6982 2.4806 0.00
O 0.6268 -1.3946 2.4233 0.00
H -1.7232 -2.6079 0.0555 0.00
H -1.2079 -3.9217 -0.5407 0.00
O -0.9368 -3.0253 -0.3142 0.00
```

Summary:
HOMO energy (alpha / beta): -0.670 / -0.670 Eh
HOMO-LUMO gap (alpha / beta): 11.06 / 5.74 eV
Spin multiplicity: 2
Expectation value of S²: 0.75
Net charge: +2

***

# 6
Formula: C4H16NO3
Source: the OMol25 dataset
Level of theory: ωB97M-V/def2-TZVPD

The geometry in XYZ format:
```
24
Properties=species:S:1:pos:R:3:lowdin_charge:R:1
C -1.3459 1.4148 -0.4333 -0.11
C -0.6535 0.3536 0.4449 -0.22
C 0.7358 -0.0596 -0.0728 -0.22
C 1.8495 -0.3391 0.6410 0.14
N 0.4944 -0.3493 -1.5764 0.25
H -0.5963 2.3173 -0.7008 0.13
H -1.7438 0.9464 -1.3786 0.05
H -2.1936 1.8113 0.2004 0.10
H -0.4114 0.7577 1.4290 0.11
H -1.3767 -0.5167 0.6250 0.15
H 1.9969 -0.1331 1.7015 0.10
H 2.6816 -0.6729 0.1128 0.03
H 1.4037 -0.5266 -1.9335 0.13
H 0.0637 0.3023 -2.1643 0.11
H -0.0675 -1.1591 -1.5722 0.12
H -2.8810 -0.8887 -2.3968 0.03
H -2.0053 -0.8867 -3.6002 0.11
O -1.9920 -1.0471 -2.6136 -0.04
H -3.3878 -0.3520 5.7343 0.03
H -2.3918 0.4543 6.4680 0.02
O -2.5144 0.0143 5.6390 -0.05
H 4.2952 0.7764 -2.5108 0.12
H 4.2469 -0.6598 -2.0850 -0.04
O 3.9304 0.1149 -1.8220 -0.02
```

Summary:
HOMO energy: -0.496 Eh
HOMO-LUMO gap: 10.49 eV
Net charge: +1

***

Energy above the lowest of the compared OMol25 structures with the same formula, charge and spin for the records above, in order: 282.3 48.2 320.9 184.7 153.0 229.8 kJ/mol